# 1
The following is a quantum chemistry calculation of a structure of composition C32H28BrCl2MoN4O5S, from OMol25.

Computed properties:
Energy above the lowest of the compared OMol25 structures with the same formula, charge and spin   0.000 eV
HOMO level (alpha / beta)   -10.34 / -10.35 eV
M   827.416 g/mol
DFT total energy   -157613.6060 eV
E_LUMO (alpha / beta)   -4.09 / -3.72 eV
Orbital gap (alpha / beta)   6.252 / 6.625 eV
⟨S²⟩   2.01
2S+1   3
Net charge   +1

The geometry in XYZ format:
```
74
C32H28BrCl2MoN4O5S | OMol25 | the ωB97M-V functional and the def2-TZVPD basis
Mo -1.6318 -0.3705 0.2810
Br -3.6029 0.6050 3.4648
C -4.5339 0.0734 1.9247
C -5.9189 0.0304 1.9958
C -6.6339 -0.3872 0.8888
C -5.9435 -0.7424 -0.2612
C -4.5740 -0.6478 -0.2497
N -3.8521 -0.2540 0.8269
C -3.7668 -0.9930 -1.4800
O -4.2096 -1.6352 -2.3803
O -2.5130 -0.5173 -1.4217
H -6.4113 0.3190 2.9119
H -7.7137 -0.4334 0.9245
H -6.4368 -1.0827 -1.1602
C 3.2576 -3.6562 -1.9983
C 3.4882 -2.7869 -0.7702
N 2.7057 -1.5362 -0.8026
C 3.3968 -0.3195 -1.2429
C 3.3259 -0.1025 -2.7485
C 1.4150 -1.5489 -0.5078
S 0.5400 -0.0618 -0.7128
N 0.9246 -2.7596 -0.1493
C -0.2475 -3.0495 0.3099
O -1.2083 -2.2028 0.6248
C -0.5878 -4.4661 0.5313
C 0.3420 -5.4640 0.2394
C 0.0134 -6.7926 0.4322
C -1.2431 -7.1353 0.9167
C -2.1718 -6.1468 1.2105
C -1.8470 -4.8150 1.0202
H 3.8751 -4.5519 -1.9338
H 3.5223 -3.1296 -2.9139
H 2.2131 -3.9593 -2.0623
H 4.5344 -2.4940 -0.7005
H 3.2328 -3.3305 0.1353
H 4.4318 -0.4080 -0.9153
H 2.9656 0.5327 -0.7180
H 3.8590 -0.8834 -3.2893
H 3.7829 0.8548 -2.9951
H 2.2904 -0.0806 -3.0886
H 1.3155 -5.1833 -0.1375
H 0.7360 -7.5642 0.2043
H -1.4981 -8.1761 1.0662
H -3.1489 -6.4153 1.5883
H -2.5647 -4.0412 1.2514
Cl -0.3595 3.2021 -1.7963
C 1.3544 3.4348 -1.8174
C 1.9758 3.6843 -3.0293
C 3.3508 3.8426 -3.0834
C 4.1027 3.7377 -1.9245
C 3.4652 3.5058 -0.7185
Cl 4.4253 3.3636 0.7242
C 2.0766 3.3685 -0.6190
N 1.4598 3.1270 0.6127
C 0.5381 4.0403 1.1765
C 0.3537 5.3108 0.6444
C -0.5720 6.1780 1.2014
C -1.3118 5.7953 2.3089
C -1.1227 4.5302 2.8427
C -0.2101 3.6438 2.2891
C -0.0847 2.2488 2.8347
C -0.7369 1.2238 1.9627
O -0.7255 -0.0115 2.2155
O -1.3372 1.5586 0.8771
H 1.3735 3.7454 -3.9249
H 3.8368 4.0400 -4.0287
H 5.1778 3.8496 -1.9435
H 2.1077 2.7439 1.2860
H 0.9386 5.6195 -0.2123
H -0.7053 7.1616 0.7711
H -2.0249 6.4747 2.7546
H -1.6967 4.2203 3.7086
H -0.5101 2.1540 3.8363
H 0.9520 1.9156 2.9425
```

=====

# 2
The following is a quantum chemistry calculation of a structure of composition C32H28F3N5O4PRu, from OMol25.

Computed properties:
Energy above the lowest of the compared OMol25 structures with the same formula, charge and spin   0.326 eV
HOMO level (alpha / beta)   -13.25 / -14.13 eV
M   735.645 g/mol
DFT total energy   -69281.9173 eV
E_LUMO (alpha / beta)   -6.45 / -9.61 eV
Orbital gap (alpha / beta)   6.793 / 4.520 eV
⟨S²⟩   8.79
2S+1   6
Net charge   +2

The geometry in XYZ format:
```
74
C32H28F3N5O4PRu | OMol25 | the ωB97M-V functional and the def2-TZVPD basis
Ru 9.5682 13.4470 8.5135
O 7.3913 20.2237 6.6667
N 7.0119 19.3304 7.4614
O 5.8397 19.2772 7.9057
C 8.0013 18.3453 7.7698
C 9.2170 18.4596 7.0876
C 10.1410 17.3924 7.0051
C 11.4352 17.3812 6.4387
C 12.2572 16.3074 6.6626
C 11.7764 15.1633 7.2978
N 10.5730 15.1272 7.8382
C 9.7164 16.1837 7.6862
C 8.4953 16.1491 8.4533
N 8.2442 14.9488 9.1307
C 7.2431 14.9080 9.9868
C 6.5197 16.0404 10.3348
C 6.7147 17.2287 9.6741
C 7.6335 17.2517 8.6252
H 9.4407 19.4138 6.5682
H 11.7349 18.1555 5.7480
H 13.2744 16.2873 6.2490
H 12.4100 14.3008 7.4434
H 7.0920 13.9626 10.4940
H 5.8583 15.8994 11.2196
H 6.1464 18.1025 9.9105
C 13.5839 9.7755 7.5454
C 12.8004 9.3359 8.7624
C 13.1762 8.7910 10.0094
C 11.9808 8.7250 10.7900
N 10.9634 9.2348 10.0899
N 11.4531 9.5583 8.8529
C 11.8274 8.2387 12.1990
H 14.6436 9.5355 7.6870
H 13.5056 10.8997 7.4191
H 13.2604 9.3080 6.6004
H 14.1580 8.4512 10.3050
H 10.8652 10.0888 8.2299
H 12.2423 8.9447 12.9613
H 10.7788 8.0438 12.4367
H 12.3642 7.3134 12.2833
F 12.7960 11.9205 12.0746
C 12.2303 13.1389 11.8435
F 11.2364 13.3584 12.7651
F 13.1783 14.0783 11.9225
C 11.6247 13.2325 10.3427
O 12.3629 12.8804 9.4549
O 10.4561 13.7204 10.3848
C 6.7103 12.9214 7.1629
P 8.0086 12.0089 8.0470
C 8.1040 10.5144 7.0881
C 8.1553 10.6847 5.6962
C 8.0051 9.5647 4.8550
C 7.8902 8.2929 5.3956
C 7.9110 8.1097 6.7956
C 8.0717 9.1924 7.6364
C 7.2312 11.3651 9.5477
C 5.9591 10.7389 9.4752
C 5.4711 10.0889 10.6099
C 6.1467 10.0890 11.8121
C 7.3632 10.7247 11.8336
C 7.9330 11.3902 10.7496
H 6.2545 12.3001 6.4068
H 7.1782 13.7897 6.7057
H 5.9233 13.2104 7.8775
H 8.3586 11.6626 5.2393
H 7.9750 9.7483 3.7957
H 7.9109 7.4231 4.7556
H 7.6705 7.0745 7.1154
H 8.2048 9.1311 8.7184
H 5.3503 10.8008 8.5722
H 4.4983 9.6180 10.5317
H 5.7524 9.6000 12.7073
H 7.9360 10.6866 12.7458
H 8.8827 11.9102 10.8215
```

=====

# 3
The following is a quantum chemistry calculation of a structure of composition C32H28F5N6OSiTl, from OMol25.

Computed properties:
Energy above the lowest of the compared OMol25 structures with the same formula, charge and spin   0.240 eV
HOMO level   -7.77 eV
M   840.076 g/mol
DFT total energy   -70783.1232 eV
E_LUMO   -1.26 eV
Orbital gap   6.517 eV
2S+1   1

The geometry in XYZ format:
```
74
C32H28F5N6OSiTl | OMol25 | the ωB97M-V functional and the def2-TZVPD basis
Tl -0.1893 0.0376 0.0143
C 2.7210 -3.0228 3.0398
C 1.3340 -3.0403 3.2236
C 0.5975 -1.8815 2.9751
C 1.2654 -0.7409 2.5144
C 2.6524 -0.6733 2.4368
C 3.3635 -1.8267 2.6958
N 0.4404 0.2766 2.0139
C 0.5542 1.5770 2.5012
C 1.0921 1.8807 3.7381
C 1.3188 3.1928 4.1316
C 0.9033 4.3151 3.3531
C 0.2947 4.0274 2.1403
C 0.2145 2.6878 1.7073
N -0.2411 2.3575 0.4508
N -0.7937 3.1831 -0.2402
C -1.1592 2.6952 -1.5533
C -1.5792 3.6216 -2.4882
C -1.8972 3.1244 -3.7541
C -1.8630 1.7507 -3.9818
C -1.4730 0.9284 -2.9672
N -1.0809 1.4198 -1.8316
H 3.3850 -3.8916 3.2313
H 0.8689 -3.9648 3.4672
H -0.5022 -1.9548 2.9129
H 3.1478 0.1898 1.9744
H 4.4698 -1.7721 2.6415
H 1.4381 1.0053 4.3855
H 1.8173 3.1814 5.0582
H 1.0683 5.3645 3.6099
H -0.0317 4.8143 1.5618
H -1.5507 4.6476 -2.2749
H -2.2172 3.6847 -4.6166
H -2.2607 1.2580 -4.8868
H -1.5295 -0.1513 -3.0511
C 3.3352 2.3392 -0.4237
C 3.3026 0.9355 -0.9974
C 4.4126 0.2623 -1.4835
C 4.2016 -0.9506 -2.1585
C 2.9333 -1.5176 -2.2302
C 1.9321 -0.9358 -1.4940
N 2.1210 0.2960 -0.9514
N 0.6938 -1.4294 -1.3019
Si -0.0205 -2.7959 -2.1385
C -0.2082 -2.4908 -4.0121
C -1.5931 -3.1518 -1.3149
C 1.1083 -4.2162 -1.8149
H 3.0257 2.3870 0.5940
H 2.5886 2.9932 -0.9383
H 4.2666 2.8574 -0.6310
H 5.3551 0.7530 -1.4851
H 5.0369 -1.4389 -2.6788
H 2.7803 -2.4035 -2.8583
H -1.2351 -2.6243 -4.3019
H 0.2581 -3.3005 -4.6539
H 0.0209 -1.5336 -4.4815
H -2.3057 -2.3876 -1.4138
H -1.4352 -3.3345 -0.2529
H -1.9296 -4.0795 -1.8355
H 2.0916 -4.3610 -2.2198
H 0.5491 -5.1701 -1.8920
H 1.2981 -4.0314 -0.7679
F -7.2039 0.7766 2.2877
C -5.9882 0.4699 1.8643
C -5.6393 -0.8402 1.7618
F -6.5501 -1.7535 2.0350
C -4.4028 -1.2087 1.3129
F -4.1556 -2.5371 1.2889
C -3.4606 -0.3227 0.7802
O -2.3870 -0.6872 0.1813
C -3.8444 1.0021 0.9814
F -3.0359 1.9960 0.5621
C -5.1134 1.4018 1.4434
F -5.3810 2.7312 1.5058
```

=====

# 4
The following is a quantum chemistry calculation of a structure of composition C32H28N10O3Ru, from OMol25.

Computed properties:
Energy above the lowest of the compared OMol25 structures with the same formula, charge and spin   0.207 eV
HOMO level (alpha / beta)   -10.57 / -10.65 eV
M   701.713 g/mol
DFT total energy   -57259.0508 eV
E_LUMO (alpha / beta)   -3.28 / -4.23 eV
Orbital gap (alpha / beta)   7.286 / 6.429 eV
⟨S²⟩   0.76
2S+1   2
Net charge   +1

The geometry in XYZ format:
```
74
C32H28N10O3Ru | OMol25 | the ωB97M-V functional and the def2-TZVPD basis
Ru -2.3942 0.6593 -0.8439
C -5.6989 3.2950 -1.5031
C -4.4530 2.5048 -1.7787
O -4.0211 1.7972 -0.7941
C -3.8345 2.6019 -3.0183
C -2.6107 2.0407 -3.4162
C -2.0843 2.3206 -4.7898
N -1.8814 1.2783 -2.6084
N -0.6206 0.8871 -3.0501
C -0.1269 -0.0176 -2.2563
O -0.7459 -0.4286 -1.1769
C 1.2171 -0.5743 -2.5249
C 1.9550 -0.1424 -3.6265
C 3.2160 -0.6632 -3.8589
C 3.7441 -1.6210 -3.0018
C 3.0111 -2.0578 -1.9079
C 1.7516 -1.5303 -1.6644
H -6.2228 2.8800 -0.6460
H -6.3579 3.2979 -2.3697
H -5.4360 4.3313 -1.2829
H -4.3314 3.2228 -3.7492
H -2.7918 2.9222 -5.3529
H -1.8956 1.3850 -5.3156
H -1.1275 2.8384 -4.7265
H 1.5289 0.5952 -4.2924
H 3.7866 -0.3291 -4.7153
H 4.7271 -2.0323 -3.1913
H 3.4225 -2.8055 -1.2432
H 1.1658 -1.8638 -0.8174
C 1.8545 3.5341 1.0030
N 0.4969 2.9982 0.8811
C 0.0352 2.1868 -0.0582
N -1.2296 1.8964 0.2250
C -1.4958 2.5938 1.3659
N -0.4586 3.2610 1.7981
C 2.8965 2.4601 0.7863
C 4.0754 2.7616 0.1171
C 5.0397 1.7809 -0.0806
C 4.8275 0.4886 0.3668
C 3.6440 0.1833 1.0322
C 2.6906 1.1693 1.2513
C 3.3746 -1.1847 1.4657
N 4.1003 -2.2401 1.3463
N 3.3536 -3.2921 1.8634
C 2.2373 -2.7875 2.2544
O 2.1813 -1.4457 2.0535
C 1.0677 -3.4366 2.8403
C 1.0613 -4.8037 3.1092
C -0.0773 -5.3845 3.6393
C -1.2114 -4.6191 3.8949
C -1.2028 -3.2582 3.6325
C -2.4101 -2.3847 3.8841
N -2.8527 -1.7449 2.6447
C -2.3995 -0.6295 2.0893
N -2.9150 -0.5019 0.8740
C -3.7047 -1.6106 0.7480
N -3.6753 -2.3914 1.7937
C -0.0574 -2.6739 3.1125
H 1.9067 3.9691 1.9998
H 1.9783 4.3369 0.2766
H 0.6085 1.8283 -0.8969
H -2.4578 2.5997 1.8505
H 4.2427 3.7639 -0.2589
H 5.9541 2.0257 -0.6034
H 5.5588 -0.2900 0.1978
H 1.7795 0.9126 1.7771
H 1.9427 -5.3931 2.8963
H -0.0898 -6.4453 3.8484
H -2.1015 -5.0888 4.2946
H -2.1751 -1.5873 4.5895
H -3.2532 -2.9514 4.2700
H -1.7101 0.0445 2.5696
H -4.2916 -1.8297 -0.1288
H -0.0296 -1.6115 2.9067
```